Version a
The following is a DFT calculation (ωB97M-V with the def2-TZVPD basis set) of the molecule C3H5ClO.

Calculated values
Net charge: 0
HOMO-LUMO gap (eV): 10.1
SMILES: C=C(Cl)CO

CARTESIAN COORDINATES (ANGSTROEM)
C 0.6118 -0.1589 -1.5865
C 0.6666 -0.2892 -0.2206
Cl 1.8265 -1.1278 0.7437
C -0.6365 0.1090 0.5032
O -0.3454 1.3219 1.3017
H -0.4951 0.1228 -1.9229
H 1.2792 -0.6709 -2.2319
H -1.4156 0.2873 -0.3939
H -1.1159 -0.6541 1.3640
H -0.3756 1.0599 2.4432

Version b
The following is a DFT calculation (ωB97M-V with the def2-TZVPD basis set) of the molecule C3H5ClO.

Calculated values
Net charge: 0
HOMO-LUMO gap (eV): 11.0
SMILES: C[C@@H](Cl)C=O

CARTESIAN COORDINATES (ANGSTROEM)
C -0.9642 -0.7083 -0.2249
C 0.5073 -0.3273 0.2110
Cl 1.7298 -0.6036 -1.0557
C 0.4743 1.1788 0.2491
O -0.1515 1.8237 1.0005
H -1.0825 -0.2668 -1.2491
H -1.2543 -1.7302 -0.1506
H -1.5558 -0.0948 0.4883
H 0.9429 -0.7689 1.0661
H 1.3539 1.4973 -0.3347

The most stable of them is version b.

Version a
The following is a DFT calculation (ωB97M-V with the def2-TZVPD basis set) of a cluster of 2 separate species, C4H6F2O in total.

Calculated values
Net charge: 0
HOMO-LUMO gap (spin up / spin down) (eV): 7.5 / 8.8

CARTESIAN COORDINATES (ANGSTROEM)
C 1.1251 0.3677 -0.1176
C 0.1015 -0.4604 -0.1891
C 2.5430 0.0936 -0.1896
C -2.4362 -0.1576 0.4841
O -3.0844 0.1202 -0.6208
F 0.7644 1.6621 0.2937
F 0.2131 -1.8265 -0.2153
H 2.7593 -0.1453 -1.1991
H 3.1810 0.8450 0.1488
H 2.6486 -0.9153 0.4324
H -2.2263 0.5846 1.3166
H -2.1788 -1.1891 0.5099
H -3.4103 1.0210 -0.6540

Version b
The following is a DFT calculation (ωB97M-V with the def2-TZVPD basis set) of a cluster of 2 separate species, C4H6F2O in total.

Calculated values
Net charge: 0
HOMO-LUMO gap (eV): 9.3

CARTESIAN COORDINATES (ANGSTROEM)
C -0.7422 -1.2955 -2.0677
C -1.2637 -0.7033 -1.0247
C 0.0229 0.6203 2.1153
C -0.8219 0.5794 -0.4096
O 0.6663 0.2958 0.8361
F -0.0987 1.3879 -1.1504
F -1.6568 1.2909 0.2639
H -1.2077 -2.1123 -2.5454
H 0.1345 -0.8979 -2.4832
H -2.2090 -1.0143 -0.5428
H 0.8047 0.6953 2.8880
H -0.6987 -0.2559 2.2580
H -0.3759 1.6209 2.0056

The most stable of them is version b.

Version a
The following is a DFT calculation (ωB97M-V with the def2-TZVPD basis set) of a cluster of 2 separate species, H6N2Si in total.

Calculated values
Net charge: 0
HOMO-LUMO gap (eV): 10.0

CARTESIAN COORDINATES (ANGSTROEM)
N 1.8035 0.0512 -0.1037
N 0.5722 0.7575 0.1109
Si -1.0374 0.1939 -0.1135
H 1.7422 -0.4907 -0.9353
H 1.7127 -0.7916 0.5070
H 0.7961 1.3623 0.8893
H -1.5098 0.0188 -1.4548
H -1.8936 1.3683 0.1318
H -1.7865 -1.3328 1.0466

Version b
The following is a DFT calculation (ωB97M-V with the def2-TZVPD basis set) of a cluster of 2 separate species, H6N2Si in total.

Calculated values
Net charge: 0
HOMO-LUMO gap (spin up / spin down) (eV): 7.4 / 8.1

CARTESIAN COORDINATES (ANGSTROEM)
N -1.8760 0.0492 0.4316
N -0.7563 0.5390 -0.0467
Si 0.6495 0.9727 0.8226
H -1.6259 -0.2319 1.3702
H 1.2624 -1.4729 -1.7865
H -0.8959 0.7996 -1.0354
H 0.7607 -0.2411 1.7809
H 1.7456 1.3942 -0.1728
H 0.7359 -1.8089 -1.3640

The most stable of them is version a.

Version a
The following is a DFT calculation (ωB97M-V with the def2-TZVPD basis set) of a cluster of 15 separate species, C5H38NO15 in total.

Calculated values
Net charge: +1
HOMO-LUMO gap (eV): 10.5

CARTESIAN COORDINATES (ANGSTROEM)
O 1.8709 1.8590 1.1037
C 1.2907 1.9870 2.1605
C -0.1958 1.9008 2.4084
C -1.0317 1.6038 1.1451
C -0.9669 0.0898 0.9033
C -2.1805 -0.8949 -0.9886
N -1.2060 -0.2291 -0.5312
H 1.8348 2.2879 3.0700
H -0.4119 1.1623 3.1894
H -0.5145 2.8326 2.8780
H -2.0629 1.9241 1.2729
H -0.5467 2.1489 0.3371
H 0.0313 -0.3089 1.0844
H -1.6878 -0.4570 1.5048
H -2.3333 -1.1035 -2.0387
H -2.9121 -1.3534 -0.3362
H -0.3838 0.0035 -1.1129
H -0.0035 -3.4314 -1.2406
H -1.0197 -4.0073 -2.3585
O -0.9049 -3.4411 -1.5955
H -0.5221 -3.3311 1.2454
H 1.0103 -3.7384 1.2701
O 0.2024 -3.6058 1.7904
H 1.0742 2.6106 -2.3713
H 1.9539 3.8384 -2.4576
O 1.0796 3.5221 -2.7109
H 1.5589 0.4683 -1.9967
H 1.6062 1.2175 -0.4931
O 1.0952 0.9382 -1.2763
H -5.4410 0.8280 2.1573
H -4.8531 1.1195 0.8665
O -4.6341 1.2221 1.8006
H 2.5977 -0.0102 2.0169
H 3.5531 0.8373 1.2515
O 3.5380 0.0303 1.7712
H -0.7891 -2.0399 4.0150
H 0.2572 -2.3962 2.9592
O 0.0976 -1.7994 3.7300
H 2.2937 -3.2284 -0.2865
H 1.9772 -4.7525 -0.6668
O 1.5965 -3.8947 -0.4634
H -1.2643 1.1419 -4.9605
H -0.6869 1.1855 -3.6029
O -1.0947 0.5592 -4.2057
H -2.5314 1.8646 -1.4985
H -4.0584 1.4915 -1.6678
O -3.2555 1.3072 -1.1743
H 1.2733 -0.4639 3.6410
H 2.8280 -0.4543 3.5364
O 2.0433 0.0490 3.3200
H 4.2185 -1.6802 -0.6787
H 3.5859 -1.5569 0.7025
O 3.6273 -2.1380 -0.0840
H -1.1408 4.2587 -2.0551
H -0.7235 2.9779 -1.7153
O -1.5696 3.4555 -1.7121
H 0.6219 -0.2430 -4.1110
H 1.0214 -1.5537 -3.3361
O 1.1878 -0.6099 -3.4049

Version b
The following is a DFT calculation (ωB97M-V with the def2-TZVPD basis set) of a cluster of 14 separate species, C5H38NO15 in total.

Calculated values
Net charge: +1
HOMO-LUMO gap (eV): 10.4

CARTESIAN COORDINATES (ANGSTROEM)
O -1.7608 -2.8008 1.0856
C -0.8250 -2.3526 1.6819
C -0.0136 -1.2713 0.8929
C 1.4410 -1.4213 1.2194
C 2.6150 -0.6305 0.6149
C 1.9948 0.7257 0.3843
O 1.9894 1.5079 1.6047
N -0.3208 -1.4700 -0.5448
H -0.4150 -2.8322 2.5839
H -0.2043 -0.2688 1.3002
H 1.7279 -2.4381 0.8415
H 1.4150 -1.2955 2.3963
H 2.8664 -1.1792 -0.2246
H 3.5364 -0.3859 1.3022
H 2.6637 1.4892 -0.1954
H 0.8853 0.7566 -0.0426
H 2.7552 1.1489 2.1321
H -0.0004 -0.6476 -1.1216
H 0.1667 -2.3065 -1.0041
H -1.2682 -1.6120 -0.7322
H 2.9194 -2.0811 3.2994
H 2.8953 -1.1497 4.5024
O 2.7399 -1.1291 3.5431
H 1.7811 -4.4728 -1.8032
H 2.3866 -3.1832 -1.5943
O 1.6343 -3.7040 -1.1609
H -4.5434 0.2774 -2.3656
H -4.6286 1.8231 -2.1287
O -3.9889 1.0808 -2.0675
H -0.8054 0.9179 -5.1689
H -1.2343 1.0243 -3.7792
O -0.5477 0.6833 -4.3338
H -1.3477 3.6338 0.0177
H -1.7490 2.6482 1.1985
O -1.3464 2.7132 0.3292
H -0.1473 3.3213 2.9137
H 0.2078 2.0967 2.0960
O -0.4766 2.4114 2.6346
H 4.1358 3.6115 -2.6976
H 3.8252 4.4849 -1.4147
O 3.9043 3.5137 -1.7817
H 2.7419 -1.4404 -3.1789
H 4.2363 -1.5003 -3.0408
O 3.4522 -1.9903 -2.7993
H -1.3813 2.3156 -1.6823
H -0.0416 2.8446 -2.3484
O -0.6883 2.1310 -2.2769
H -3.3317 -0.0097 -0.2943
H -3.5580 -1.2998 0.3012
O -3.2068 -1.0223 -0.5586
H 0.8235 -0.0332 -3.6696
H 0.8298 0.5259 -2.2505
O 1.3127 -0.1772 -2.8037
H -4.0621 0.0219 2.3597
H -5.1872 -0.1905 1.1817
O -4.3399 0.0540 1.5015
H -2.4739 0.8669 5.3030
H -2.1239 1.2589 3.8839
O -2.8428 0.8846 4.3560

The most stable of them is version a.

Version a
The following is a DFT calculation (ωB97M-V with the def2-TZVPD basis set) of the molecule H4O3SSi.

Calculated values
Net charge: 0
HOMO-LUMO gap (eV): 10.2
SMILES: O[Si](O)(O)S

CARTESIAN COORDINATES (ANGSTROEM)
O 1.0685 0.6707 1.3348
Si 0.2159 -0.0850 0.2254
O 0.9484 -1.3553 -0.2067
O -0.1591 1.1267 -1.3598
S -1.6894 -0.5911 1.0565
H 1.8288 1.2353 0.9562
H 0.4727 -2.0667 -0.6416
H -0.4424 0.5973 -2.0320
H -2.2433 0.4680 0.6672

Version b
The following is a DFT calculation (ωB97M-V with the def2-TZVPD basis set) of a structure of composition H4O3SSi.

Calculated values
Net charge: 0
HOMO-LUMO gap (eV): 10.0

CARTESIAN COORDINATES (ANGSTROEM)
O -0.2970 1.6379 -0.8255
O 0.4371 0.4122 1.6257
O 1.4681 -0.7780 -0.7044
Si -0.2367 0.4002 0.1598
S -2.1061 -0.5759 -0.1006
H 0.3969 1.8075 -1.3631
H 0.9637 -0.2776 1.9465
H 1.2462 -1.0814 -1.5337
H -1.8723 -1.5450 0.7953

The most stable of them is version a.

Version a
The following is a DFT calculation (ωB97M-V with the def2-TZVPD basis set) of a structure of composition C2H6N6.

Calculated values
Net charge: 0
HOMO-LUMO gap (eV): 9.2

CARTESIAN COORDINATES (ANGSTROEM)
C -1.4187 -0.1471 -0.2834
C 1.3011 -0.1071 -0.0610
H -2.9648 0.7410 -0.1619
H -1.1971 -2.0276 0.1204
H 1.2958 -1.7951 0.5655
H 3.0989 0.4489 -0.8650
H 0.9370 2.2896 -0.4561
H -0.8010 1.4493 1.3757
N -2.6325 -0.3252 -0.4985
N -0.4944 -1.2836 -0.2645
N 0.4919 -1.0374 0.8304
N 2.5288 -0.3478 -0.5663
N 0.6517 1.0620 -0.0145
N -0.7966 1.0801 0.2790

Version b
The following is a DFT calculation (ωB97M-V with the def2-TZVPD basis set) of the molecule C2H6N6.

Calculated values
Net charge: 0
HOMO-LUMO gap (eV): 9.3
SMILES: [H]/N=c1/n(N)cnn1N

CARTESIAN COORDINATES (ANGSTROEM)
H 0.5111 2.3590 -0.5132
N -0.3658 1.8592 -0.1295
C 0.0484 0.6648 0.0253
N -1.0642 -0.2692 0.1028
N -2.5082 -0.2078 0.1094
C -0.4540 -1.4354 -0.0314
N 0.8640 -1.7089 -0.1296
N 1.1148 -0.1506 -0.2749
N 2.3828 0.2603 0.1938
H -2.7017 0.4226 -0.7044
H -2.7745 0.4160 0.7776
H -1.2617 -2.3181 -0.2235
H 2.9164 0.1613 1.1713
H 3.2927 -0.0532 -0.3737

The most stable of them is version b.